# C9H22N3O2

A 2-piece molecular cluster, C9H22N3O2 overall (ωB97M-V/def2-TZVPD, the OMol25 dataset).

ORCA input file:
```
! wB97M-V def2-TZVPD RIJCOSX def2/J DEFGRID3
* xyz 1 1
N -0.874 0.792 2.693
C -0.665 0.385 1.301
C -0.669 1.572 0.304
N 0.657 2.253 0.133
C 1.500 2.323 1.362
C 2.562 3.444 1.073
O 3.373 3.122 -0.033
C 2.621 2.805 -1.191
C 1.522 1.703 -0.938
H -0.590 0.081 3.349
H -1.835 1.062 2.844
H -1.527 -0.269 1.009
H 0.235 -0.240 1.153
H -1.007 1.230 -0.691
H -1.420 2.302 0.660
H 0.464 3.225 -0.127
H 1.956 1.356 1.604
H 0.856 2.641 2.202
H 3.127 3.573 2.005
H 1.976 4.380 0.918
H 2.046 3.726 -1.462
H 3.274 2.518 -2.025
H 0.972 1.508 -1.873
H 2.066 0.805 -0.604
C -2.524 -3.213 -2.275
C -2.005 -2.823 -0.917
O -2.199 -1.706 -0.443
N -1.306 -3.749 -0.217
C -0.976 -5.110 -0.603
H -3.059 -2.372 -2.706
H -1.697 -3.475 -2.936
H -3.213 -4.054 -2.189
H -0.992 -3.419 0.682
H -1.397 -5.797 0.132
H 0.110 -5.223 -0.607
H -1.364 -5.356 -1.585
*
```

Computed properties:
**HOMO**: -12.128 eV
**E_LUMO**: -2.46 eV
**Total energy**: -670.62431 Ha
**HOMO-LUMO gap**: 9.67 eV
**Relative energy (zero: lowest compared OMol25 entry of this formula, charge and spin)**: 105.4 kJ/mol

# C26H34N4NbO2

C26H34N4NbO2 as an isolated structure (ωB97M-V/def2-TZVPD, the OMol25 dataset).

ORCA input file:
```
! wB97M-V def2-TZVPD RIJCOSX def2/J DEFGRID3
* xyz -1 1
C 1.978 2.276 -3.728
C 0.722 1.933 -4.062
Nb -0.388 0.650 -2.593
C 1.524 -0.579 -2.461
C 1.339 -1.998 -1.907
C 2.598 -2.857 -2.123
C 2.755 -3.303 -3.548
O 3.804 -3.339 -4.131
O 1.601 -3.705 -4.176
H 2.643 1.586 -3.220
H 2.386 3.271 -3.911
H 0.268 2.327 -4.969
H -1.084 -0.353 -4.009
H -1.134 -0.577 -1.478
H 0.005 1.695 -1.112
H -1.907 1.722 -2.726
H 1.880 -0.662 -3.499
H 2.331 -0.086 -1.912
H 1.136 -1.931 -0.840
H 0.482 -2.462 -2.387
H 3.465 -2.230 -1.918
H 2.618 -3.712 -1.445
H 1.064 -2.927 -4.385
N -3.890 -0.604 -0.778
C -4.619 -0.844 -1.860
C -5.990 -1.070 -1.825
C -6.628 -1.051 -0.595
C -5.875 -0.803 0.543
C -4.511 -0.584 0.396
H -4.071 -0.851 -2.798
H -6.537 -1.258 -2.739
H -7.695 -1.225 -0.524
H -6.334 -0.778 1.523
H -3.886 -0.379 1.258
N -6.152 2.298 2.919
C -6.986 2.089 1.904
C -8.352 2.332 1.973
C -8.878 2.815 3.159
C -8.020 3.037 4.225
C -6.671 2.763 4.051
H -6.537 1.712 0.994
H -8.982 2.145 1.114
H -9.937 3.017 3.253
H -8.385 3.413 5.171
H -5.966 2.925 4.860
N 4.377 1.327 -0.531
C 4.859 0.233 0.048
C 6.145 -0.244 -0.166
C 6.971 0.455 -1.031
C 6.479 1.596 -1.644
C 5.178 1.987 -1.361
H 4.180 -0.283 0.714
H 6.485 -1.142 0.332
H 7.980 0.114 -1.228
H 7.086 2.170 -2.332
H 4.751 2.871 -1.823
N 4.195 -0.147 3.325
C 5.178 0.112 4.182
C 5.549 -0.747 5.207
C 4.858 -1.940 5.349
C 3.830 -2.222 4.464
C 3.541 -1.295 3.472
H 5.692 1.056 4.038
H 6.359 -0.485 5.874
H 5.116 -2.637 6.136
H 3.263 -3.140 4.536
H 2.746 -1.479 2.757
*
```

Computed properties:
**HOMO**: -4.358 eV
**E_LUMO**: 2.31 eV
**Total energy**: -1437.31646 Ha
**HOMO-LUMO gap**: 6.67 eV